{
  "formula": "C9H23N2O3P",
  "method": "ωB97M-V with the def2-TZVPD basis set",
  "total_energy_ev": -28116.65761,
  "lumo_ha": 0.026,
  "largest_force_ev_per_a": 2.0,
  "spin_multiplicity": 1,
  "gap_ev": 9.289,
  "e_homo_ev": -8.57,
  "total_charge": 0,
  "species": ["N", "P", "N", "C", "O", "H", "H", "H", "C", "C", "O", "C", "C", "H", "H", "H", "H", "H", "H", "H", "H", "H", "H", "C", "C", "O", "C", "C", "H", "H", "H", "H", "H", "H", "H", "H", "H", "H"],
  "xyz": [[-1.40426, -2.98157, 1.47191], [-2.29503, -1.61088, 0.99405], [-3.76011, -1.58401, 1.96732], [-4.51973, -2.49529, 1.68515], [-5.28082, -3.36689, 1.66821], [-0.90625, -3.37801, 0.69160], [-0.77225, -2.82547, 2.24329], [-1.52428, -0.51948, 1.45251], [-0.16697, -3.29038, -3.17759], [-0.72757, -2.00107, -2.59924], [0.21332, -1.26262, -1.84204], [1.37416, -0.83728, -2.53157], [1.09117, 0.06779, -3.71813], [0.22154, -3.92854, -2.38216], [-0.94745, -3.83269, -3.71159], [0.64847, -3.10653, -3.87847], [-1.54010, -2.24022, -1.91346], [-1.15995, -1.37719, -3.38908], [1.97402, -1.70162, -2.83825], [1.96852, -0.29206, -1.79784], [0.50352, -0.43508, -4.48677], [2.02703, 0.39313, -4.17340], [0.53307, 0.94931, -3.39943], [1.11316, 2.49757, 0.41371], [-0.02481, 2.56180, 1.41853], [0.22140, 1.82825, 2.60590], [1.34913, 2.22805, 3.36222], [1.29350, 3.66835, 3.84204], [1.32520, 1.46081, 0.14738], [0.84719, 3.04490, -0.49114], [2.03264, 2.93297, 0.80748], [-0.91576, 2.12059, 0.97113], [-0.27609, 3.60107, 1.65720], [2.27097, 2.04338, 2.79894], [1.37414, 1.56255, 4.22505], [1.27446, 4.37664, 3.01302], [2.16776, 3.89413, 4.45323], [0.39702, 3.83563, 4.44027]],
  "forces_ev_per_a": [[-0.08, 0.73, 0.65], [-0.05, 0.01, -1.96], [1.12, -0.03, -0.65], [-0.22, 0.09, 1.79], [-0.34, -0.24, -0.76], [-0.04, -0.11, -0.14], [0.08, -0.26, 0.15], [-0.42, -0.13, 0.90], [0.12, 0.06, -0.02], [-0.06, -0.18, -0.17], [-0.03, 0.07, 0.29], [0.09, 0.01, -0.09], [-0.12, -0.01, -0.01], [-0.03, -0.02, 0.01], [-0.02, -0.01, 0.02], [-0.05, 0.00, -0.06], [0.03, 0.13, 0.09], [0.04, -0.01, -0.04], [-0.02, 0.01, -0.06], [-0.06, -0.03, 0.08], [0.06, -0.03, -0.03], [0.01, 0.00, 0.02], [0.02, 0.01, 0.01], [0.11, -0.03, 0.07], [0.07, 0.07, -0.10], [-0.17, -0.16, 0.01], [0.12, 0.06, 0.02], [-0.10, 0.04, -0.06], [-0.04, -0.01, -0.03], [-0.03, -0.02, -0.01], [-0.02, 0.07, -0.03], [-0.03, -0.07, 0.12], [0.05, 0.02, -0.01], [0.01, 0.06, -0.01], [-0.08, -0.06, -0.03], [0.08, 0.00, 0.00], [0.00, -0.02, 0.01], [0.01, -0.01, 0.03]]
}